The following is a DFT calculation (the ωB97M-V functional and the def2-TZVPD basis) of the molecule C13H17N3O5.

Computed properties:
spin multiplicity = 1
max |F| = 2.31 eV/Å
gap between HOMO and LUMO = 9.2 eV
energy relative to the best compared isomer or geometry (same formula, charge and spin) = 20.57 kcal/mol
LUMO level = 0.5569 eV
highest occupied orbital energy = -8.6020 eV

The geometry in XYZ format:
```
38
Properties=species:S:1:pos:R:3:forces:R:3:mulliken_charge:R:1
C 3.25872 0.46677 -0.81767 1.2 0.7 -0.5 0.696
C 1.89390 0.14620 -0.23959 0.3 -0.2 -0.2 -0.030
C 4.34913 0.19247 0.26191 -0.3 0.0 0.0 -0.916
C 4.90104 -1.22020 0.18712 -0.5 -2.1 0.7 0.344
C -0.40820 0.79984 -0.17593 -0.1 -0.5 -0.1 -0.247
C -0.18916 1.53458 1.16208 -0.1 -0.2 -0.5 0.373
C -1.05617 -0.60858 -0.00019 0.1 -0.1 0.3 -1.082
C -2.56217 -0.56654 -0.05604 -0.5 0.1 0.6 0.201
C -3.33092 -0.83972 1.09848 -0.9 0.1 -1.2 -0.297
C -3.22014 -0.24356 -1.26142 0.4 0.0 -0.5 -0.478
C -4.74155 -0.78161 0.98130 0.6 -0.8 1.1 -0.740
C -4.60982 -0.25626 -1.36329 0.7 0.4 0.7 -0.641
C -5.36154 -0.51612 -0.21461 0.0 0.4 -1.2 0.933
H 3.24888 2.51849 -0.62982 0.2 0.3 0.1 0.205
H 4.00113 2.05994 -2.05694 -0.7 -0.4 1.0 0.272
H 3.46771 -0.23305 -1.65035 -0.3 0.4 0.2 0.300
H 3.96001 0.39712 1.27063 0.0 -0.1 -0.4 0.424
H 5.20980 0.81472 0.13017 0.4 0.6 -0.4 0.364
H 3.21706 -1.75057 1.19847 0.5 -0.7 -0.1 0.276
H 4.40943 -3.08663 1.05581 -0.1 0.5 -0.3 0.209
H 1.18063 1.58768 -1.42192 -0.3 -0.7 0.5 0.379
H -1.08254 1.34346 -0.83857 -0.1 0.4 0.3 0.784
H -0.71606 -1.27159 -0.79741 0.2 0.2 -0.1 0.458
H -0.72599 -1.08621 0.93409 -0.1 0.3 -0.3 0.383
H -2.88247 -1.13591 2.05830 -0.1 0.3 -0.6 0.365
H -2.62133 0.02286 -2.18126 -0.6 -0.4 1.1 0.308
H -5.39177 -1.06520 1.81475 0.3 0.3 -0.1 0.361
H -5.10203 0.03725 -2.27838 0.0 -0.1 -0.2 0.272
H -7.06050 -0.18294 -1.13120 0.6 -0.3 0.7 0.287
H -0.83189 1.61549 2.90025 0.0 0.4 0.6 0.370
N 3.23058 1.85596 -1.38929 0.5 -0.9 -0.4 -0.778
N 4.09262 -2.14716 0.83598 0.2 1.2 -0.1 -0.318
N 0.87284 0.78206 -0.85029 0.1 0.1 -0.1 -0.094
O 1.77644 -0.64411 0.69048 -0.6 0.4 -0.1 -0.774
O 5.93177 -1.55188 -0.37895 -0.4 0.7 0.2 -0.649
O 0.78239 2.22429 1.34983 -0.8 -0.2 0.5 -0.568
O -6.72554 -0.48909 -0.26417 -0.6 0.1 -0.2 -0.562
O -1.16431 1.27777 2.06766 0.7 0.1 -0.7 -0.388
```
Forces are in eV/Å.

***

The following is a DFT calculation (the ωB97M-V functional and the def2-TZVPD basis) of the molecule C13H17OP.

Computed properties:
spin multiplicity = 1
max |F| = 4.71 eV/Å
gap between HOMO and LUMO = 9.5 eV
energy relative to the best compared isomer or geometry (same formula, charge and spin) = 42.75 kcal/mol
LUMO level = 0.6997 eV
highest occupied orbital energy = -8.7982 eV

The geometry in XYZ format:
```
32
Properties=species:S:1:pos:R:3:forces:R:3:mulliken_charge:R:1
C 4.14536 -0.75457 -0.10906 -2.0 0.7 0.9 -0.527
C 3.33351 -1.82235 0.06000 0.0 -3.6 -0.8 -0.439
C 3.57007 0.50465 -0.03554 -0.7 0.5 -0.2 -0.690
C 1.94633 -1.70462 0.01395 -1.8 -1.4 0.7 0.045
C 2.15712 0.69518 0.07636 0.5 0.1 -0.7 -0.219
C 1.31983 -0.45244 -0.00631 1.7 0.8 -0.4 -0.187
C -1.66072 -0.85975 1.98095 -3.7 1.9 -0.4 -0.739
C -0.55465 0.04881 1.47510 -2.7 -0.8 -1.5 -1.367
C -2.57169 -1.32809 0.83171 2.9 0.7 -1.7 -0.950
C -0.15236 -0.25947 0.01078 0.3 -0.2 2.2 1.324
C -0.95810 0.51252 -1.03991 -0.8 -0.4 -0.8 1.021
C -1.85964 1.72012 -0.73084 1.0 -2.4 -3.9 -1.994
C -0.18412 0.64775 -2.32277 1.2 -2.8 -1.6 -1.736
O -1.39150 -2.40187 -1.65025 0.0 0.8 0.3 -0.818
P -1.44986 -1.22571 -0.73160 -0.7 -0.4 0.9 0.304
H 5.15594 -0.96917 -0.14358 2.0 0.3 -0.2 0.459
H 3.87036 -2.85885 0.05287 -1.5 1.8 0.2 0.220
H 4.33193 1.25869 -0.11248 -0.5 1.0 0.2 0.360
H 1.25375 -2.63002 0.10135 1.4 1.6 -0.4 0.272
H 1.63883 1.71382 0.13136 1.2 -1.5 -0.1 0.306
H -1.30231 -1.70728 2.36128 1.8 -3.4 1.8 0.432
H -2.33630 -0.42063 2.82210 1.4 -0.4 -1.4 0.294
H -1.00865 0.97828 1.65741 0.3 1.9 -0.3 0.429
H 0.26348 -0.09479 2.04918 2.6 -0.1 2.0 0.612
H -2.92790 -2.30501 0.78788 -0.1 -2.1 0.6 0.449
H -3.43930 -0.80810 0.66478 -2.0 2.0 -0.3 0.468
H -2.32560 1.73699 0.14779 -2.2 -0.7 3.6 0.579
H -2.57870 1.69121 -1.56368 0.0 0.6 0.4 0.392
H -1.33204 2.60549 -0.69961 1.5 2.1 -0.6 0.448
H -0.65397 0.81482 -3.28211 -1.4 -0.6 0.0 0.419
H 0.61417 -0.18428 -2.57014 -1.7 1.3 0.9 0.267
H 0.35860 1.51208 -2.34056 2.0 2.5 0.8 0.566
```
Forces are in eV/Å.

***

The following is a DFT calculation (the ωB97M-V functional and the def2-TZVPD basis) of a structure of composition C13H18Br3F4NPS.

Computed properties:
spin multiplicity = 1
max |F| = 0.97 eV/Å
gap between HOMO and LUMO = 8.9 eV
energy relative to the best compared isomer or geometry (same formula, charge and spin) = 0.00 kcal/mol
LUMO level = -3.0834 eV
highest occupied orbital energy = -11.9518 eV
total charge = +1

The geometry in XYZ format:
```
41
Properties=species:S:1:pos:R:3:forces:R:3:mulliken_charge:R:1
C 0.05450 1.59998 3.69495 0.4 0.1 0.0 -0.931
C 0.55985 2.72203 2.79447 -0.1 -0.2 0.2 -0.396
S -0.44621 3.12329 1.33963 -0.2 0.4 0.0 -0.052
C -0.97804 1.56742 0.62602 0.3 -0.2 -0.3 -1.060
P 0.22446 0.81966 -0.49595 0.0 0.2 0.7 0.810
N -0.49449 -0.51423 -1.12773 0.3 0.3 0.1 -0.525
Br 1.95027 0.26430 0.70247 -0.2 0.1 -0.3 -0.081
C 0.61138 2.00059 -1.78030 0.3 0.0 -0.5 -0.772
C 1.89978 1.80726 -2.60184 -0.4 -0.3 0.5 -1.196
C 3.12215 2.50014 -1.99166 0.5 0.1 -0.4 0.370
F 2.83376 2.96833 -0.73871 0.0 -0.2 -0.2 -0.274
Br 4.58687 1.22695 -1.85162 -0.3 -0.1 0.5 -0.020
C 3.57918 3.76301 -2.85341 0.4 0.4 0.6 0.616
F 2.56177 4.13379 -3.66222 0.3 0.2 0.3 -0.213
F 3.81869 4.78480 -1.98807 -0.3 -0.6 -0.7 -0.190
Br 5.17174 3.49608 -3.91275 -0.4 0.5 -0.3 -0.091
H -0.51150 1.99148 4.52671 -0.3 0.0 0.1 0.322
H 0.90997 1.07767 4.10752 0.1 -0.1 0.1 0.296
H -0.53392 0.85597 3.17844 -0.2 -0.2 -0.1 0.190
H 0.52933 3.64843 3.35531 0.0 0.3 0.0 0.433
H 1.59045 2.58479 2.50537 0.2 -0.1 -0.2 0.317
H -1.83865 1.79080 0.00067 -0.2 0.1 -0.1 0.451
H -1.30405 0.82161 1.34194 0.0 -0.1 0.2 0.458
H 0.13250 -1.17659 -1.56893 -0.1 -0.1 -0.2 0.353
H -1.01174 -0.99483 -0.40140 -0.2 -0.4 0.0 0.261
H 0.54890 2.99073 -1.34528 0.1 0.2 0.3 0.464
H -0.22449 1.91221 -2.46993 -0.3 -0.1 0.0 0.511
H 1.68722 2.19047 -3.58746 0.2 0.1 -0.2 0.453
H 2.10274 0.75241 -2.71913 0.1 -0.2 -0.1 0.500
F -0.37407 -3.04536 0.30577 0.0 0.1 0.0 -0.340
C -1.49876 -3.81478 0.44308 -0.1 -0.1 0.0 0.545
C -1.89248 -4.60510 -0.61384 0.1 0.0 -0.2 -0.503
C -3.03493 -5.37772 -0.46830 0.0 0.0 0.1 -0.340
C -3.75605 -5.34325 0.71670 0.0 0.0 0.0 -0.577
C -3.33504 -4.53661 1.76377 0.0 0.0 -0.1 -0.322
C -2.19131 -3.76253 1.63263 0.1 0.2 0.1 -0.439
H -1.31447 -4.61746 -1.52840 0.0 0.0 0.0 0.404
H -3.35902 -6.01046 -1.28214 0.0 0.0 0.0 0.371
H -4.64477 -5.94837 0.82476 0.0 0.0 0.0 0.390
H -3.89480 -4.51059 2.68784 0.0 0.0 0.0 0.372
H -1.83675 -3.13630 2.44103 0.0 0.0 0.0 0.435
```
Forces are in eV/Å.

***

The following is a DFT calculation (the ωB97M-V functional and the def2-TZVPD basis) of a structure of composition C13H18BrF3N2O5RbS.

Computed properties:
spin multiplicity = 1
max |F| = 2.07 eV/Å
gap between HOMO and LUMO = 8.2 eV
energy relative to the best compared isomer or geometry (same formula, charge and spin) = 38.30 kcal/mol
LUMO level = 2.1676 eV
highest occupied orbital energy = -6.0420 eV
total charge = -1

The geometry in XYZ format:
```
44
Properties=species:S:1:pos:R:3:forces:R:3:mulliken_charge:R:1
Rb 0.43921 -1.31810 -0.88128 0.3 0.4 -0.9 0.961
N 3.43244 0.49722 -0.86967 0.1 -0.2 0.1 -0.195
C 3.68546 1.92200 -0.72951 -0.2 0.0 0.0 -0.654
C 2.64021 2.71303 -1.51196 -0.1 -0.1 0.1 -0.706
N 1.31163 2.14062 -1.33059 0.1 0.1 0.0 -0.215
H 4.18676 -0.06358 -0.49467 0.0 0.0 -0.1 0.134
H 3.31857 0.24436 -1.84426 0.0 -0.1 0.0 0.165
H 4.68035 2.24286 -1.06999 0.0 0.0 0.0 0.323
H 3.60737 2.17561 0.33375 0.0 0.0 0.0 0.308
H 2.87738 2.65244 -2.57944 0.0 0.0 0.0 0.380
H 2.72403 3.77139 -1.22233 0.0 0.0 0.0 0.322
H 0.59593 2.69508 -1.77938 0.0 0.0 0.0 0.201
H 1.06634 2.03021 -0.35308 -0.1 0.0 0.0 0.040
Br -8.29392 -0.20633 -0.19752 0.1 0.0 0.0 -0.243
C -6.38738 -0.08016 -0.20543 -0.1 0.0 0.0 0.233
C -5.71814 0.05890 0.99741 0.0 0.0 0.0 -0.616
C -4.33468 0.15923 0.97963 0.0 0.0 0.0 0.000
C -3.62953 0.11322 -0.21600 0.1 0.0 -0.1 -0.093
C -4.32804 -0.03870 -1.40659 0.0 0.0 0.0 -0.207
C -5.71273 -0.13078 -1.41209 0.0 0.0 0.0 -0.530
C -2.10199 0.27275 -0.23123 -0.8 0.3 0.1 0.454
O -1.59161 0.61032 0.86110 -0.2 0.0 0.0 -0.721
O -1.52795 0.08552 -1.31719 -1.0 0.7 -0.3 -0.848
H -6.26544 0.09400 1.92972 0.0 0.0 0.0 0.407
H -3.77872 0.28198 1.89941 0.0 0.0 0.0 0.286
H -3.76661 -0.08398 -2.33064 0.0 0.0 0.0 0.460
H -6.25800 -0.24018 -2.33977 0.0 0.0 0.0 0.405
C -0.32440 0.18097 3.43083 0.0 0.1 -0.4 -0.838
S 0.65356 0.05389 1.90482 1.0 0.6 1.7 1.027
C 2.27320 0.15929 2.77597 -0.3 0.0 -0.4 -1.106
O 0.54246 -1.37628 1.53904 0.0 -0.6 1.3 -0.839
H -0.08387 -0.70224 4.02064 0.1 0.0 0.0 0.362
H -1.36428 0.16573 3.11866 0.0 0.0 0.0 0.010
H -0.09974 1.10257 3.96710 0.0 0.0 0.0 0.328
H 2.38100 1.16237 3.19218 0.0 0.0 0.0 0.366
H 3.02604 -0.01284 2.00685 0.0 0.0 0.0 0.182
H 2.34994 -0.60349 3.55015 -0.1 0.0 0.0 0.417
F 4.21989 -4.15586 -2.03511 -0.2 0.0 0.0 -0.287
C 3.41026 -3.11792 -1.73734 0.0 0.1 0.0 0.900
F 3.82057 -2.65793 -0.52546 -0.1 0.0 -0.1 -0.261
F 3.71382 -2.13572 -2.62254 0.1 -0.1 0.1 -0.276
C 1.86194 -3.48844 -1.75283 0.9 -0.7 -0.5 0.401
O 1.51934 -4.28039 -0.87741 0.0 0.1 0.2 -0.682
O 1.22934 -2.89263 -2.63398 0.2 -0.6 -0.8 -0.759
```
Forces are in eV/Å.